51
Properties=species:S:1:pos:R:3:forces:R:3:mulliken_charge:R:1 method="wB97M-V/def2-TZVPD" e_lumo_ev=-8.98 molar_mass_g_mol=517.15 homo_lumo_gap_ev=2.02 total_charge=+1
H 0.450024 -2.954817 6.168475 0.068 -0.029 0.320 0.274
In 2.189174 0.449313 0.352635 -0.335 -0.064 0.059 0.986
F 4.594894 3.904363 -6.727125 -0.865 -0.170 0.114 -0.230
O 2.579204 2.645213 -5.453375 -0.546 0.607 -0.128 -0.249
H -2.849586 -1.819447 -0.270545 -0.731 0.067 0.364 0.252
H -2.360566 -2.038127 5.317625 0.471 -0.004 0.188 0.275
C -1.042156 4.011413 4.908405 0.241 -0.506 0.739 -1.011
H -0.631646 4.405423 3.978705 -0.317 0.342 0.288 0.285
H -0.105856 -4.320437 0.434815 -0.101 -0.024 -0.120 0.227
F 5.401854 2.305133 -5.555185 -0.242 0.333 0.470 -0.221
H -2.228206 -4.203947 -1.001405 -0.088 0.491 0.859 0.361
C 0.481064 2.006013 -6.192195 1.203 -1.283 -1.070 -1.186
C -0.099386 -4.552697 -0.630135 -1.017 0.433 -1.465 -1.125
F 5.650234 4.433863 -4.956745 -1.003 -1.429 0.132 -0.255
H 0.734574 3.850423 -5.459105 0.997 0.760 0.634 0.334
H 2.959514 4.370023 -4.596315 0.467 0.977 0.559 0.385
C -1.281646 -3.807397 -1.368635 1.118 -0.728 1.774 -0.367
H -1.443456 -4.044997 -2.420045 1.040 0.596 -0.372 0.371
H -1.474746 2.073873 6.915675 -0.123 -0.139 -0.248 0.339
C -2.207886 -1.568357 -1.115095 3.872 3.317 -0.003 0.240
H -2.212706 -3.784657 5.011115 -1.062 0.105 -0.030 0.343
O 0.201564 2.125423 4.233945 -0.012 -0.037 0.521 -0.581
H -2.127636 3.912473 4.916045 -0.046 -0.084 -0.367 0.308
F -2.462616 -1.881947 -3.640285 0.439 0.722 1.618 -0.243
O -1.701316 -0.252497 -0.878145 -2.153 -2.732 -0.932 -0.453
C -2.024496 -2.790957 4.604615 0.012 -0.975 -0.147 -1.001
H 0.852974 -4.259597 -1.071935 0.013 0.120 0.087 0.292
C 4.789044 3.483643 -5.480815 1.653 1.249 0.512 0.800
F -3.729696 -2.928347 -2.312215 -0.353 -0.379 0.657 -0.233
C 1.351094 3.210383 -6.090255 -0.141 0.077 1.131 -0.169
H 1.090714 1.348733 -6.812195 -0.476 -0.582 -0.225 0.303
H 0.499474 1.541063 -5.206505 -0.709 0.059 -0.056 0.274
O 0.035854 -2.197297 3.549045 -0.666 -0.910 0.319 -0.575
H 0.025934 2.865453 7.143325 0.283 -0.181 0.288 0.349
O 3.479384 2.832063 -3.325525 0.486 1.819 -3.626 -0.404
H -0.297256 -4.503537 5.810305 0.532 -0.249 -0.116 0.366
H 0.047464 1.159463 6.554585 -0.117 0.118 0.171 0.265
C -0.386966 2.677863 5.150355 -0.250 -0.110 -1.750 0.833
H -0.490766 2.134303 -6.668855 0.067 0.182 0.366 0.395
H -0.833046 4.568383 5.821725 0.145 0.718 -0.354 0.323
H 1.264174 -3.893447 4.945545 -0.256 -0.463 0.113 0.312
C 0.285574 -3.689157 5.379935 -0.765 0.784 -0.453 -1.030
C 3.451264 3.397673 -4.624675 -1.438 -2.472 1.341 -0.040
C -0.547176 -2.886817 4.383405 1.630 1.998 -0.305 0.799
O -1.051276 -2.385867 -1.038355 -2.024 -1.383 -1.479 -0.219
H 1.560454 3.744313 -7.017175 0.392 -0.248 -0.015 0.333
C -3.107166 -1.754197 -2.430295 -0.359 -0.542 -1.998 0.678
H -2.557856 -2.591427 3.675195 0.101 -0.217 0.008 0.243
H -0.197666 -5.625217 -0.797955 -0.054 -0.016 0.184 0.394
C -0.462696 2.121843 6.513725 0.264 -0.143 0.599 -1.108
F -4.060006 -0.842917 -2.628125 0.756 0.224 0.843 -0.240

***

64
Properties=species:S:1:pos:R:3:forces:R:3:mulliken_charge:R:1 method="wB97M-V/def2-TZVPD" e_lumo_ev=2.17 molar_mass_g_mol=689.49 homo_lumo_gap_ev=10.10 relative_energy_kcal_mol=0.0 total_charge=-1
O -1.185202 -0.926411 -4.274917 -0.103 0.115 0.415 -0.326
F 0.219855 -2.665938 1.942925 -0.524 -0.332 -0.131 -0.392
F -0.971229 -2.298619 -0.101722 -0.091 -0.821 0.348 -0.425
F 0.227930 -0.439520 -0.413825 -0.438 0.131 0.333 -0.447
O -1.370661 -2.245030 -6.351950 -0.108 -0.072 0.111 -0.576
H 1.299574 4.083291 0.648098 -0.313 -0.107 0.065 0.245
H 2.509601 0.848168 -0.202716 -0.197 0.054 -0.145 0.141
H -2.130883 -5.059572 2.725754 -0.181 0.441 0.241 0.276
O 3.436112 1.200820 -2.025228 0.271 -0.015 0.031 -0.242
C -0.841488 2.024476 3.583019 0.264 -0.481 -0.098 0.261
F 1.342231 -2.371516 -0.003225 -0.290 -0.229 -0.056 -0.432
H -0.937780 -3.929928 -3.256251 0.203 -0.053 0.370 0.264
O 0.184826 -2.841130 -4.544471 -0.123 0.509 -0.078 -0.359
H 0.305067 4.026901 5.936280 0.008 0.435 -0.377 0.348
F 1.323368 -0.696059 1.543730 -0.281 -0.044 0.246 -0.362
H -3.040659 -3.095678 0.551111 -0.376 0.070 -0.006 0.188
C 3.077172 0.310207 -0.953028 0.205 -0.203 0.331 0.296
H -1.811417 1.528726 3.646730 -0.135 0.275 0.125 0.299
H -1.787288 -1.425544 -2.358484 0.105 0.094 -0.013 0.121
C -0.331182 4.802587 -1.782226 -0.063 0.210 0.251 0.427
C 1.263900 3.709015 -0.373236 0.308 -0.245 -0.249 -0.057
H 4.271998 -1.123045 0.114008 0.172 -0.088 -0.103 0.313
O -1.227041 3.868740 2.002180 -0.131 -0.138 0.147 -0.539
H 4.949244 0.532391 0.210238 -0.295 0.134 0.164 0.342
C 1.124099 4.870608 -1.358859 -0.272 -0.353 0.290 -0.496
S -4.460444 -5.459110 0.919561 0.098 0.221 0.235 1.077
O -0.897706 3.654693 -1.374786 0.140 -0.239 -0.189 -0.357
O 0.588760 -0.839474 -5.922861 0.527 0.368 -0.251 -0.519
C -0.124398 2.172915 4.910872 -0.647 0.526 0.557 -0.591
C -2.256638 -4.599909 1.747688 0.361 -1.114 -0.697 -0.086
H -0.480274 1.513577 5.700246 0.289 -0.358 -0.177 0.312
H 1.243382 5.842737 -0.888272 0.294 0.060 -0.144 0.260
C -0.492632 3.602069 5.325559 0.126 -0.411 0.579 -0.464
H -1.400269 3.652244 5.934177 -0.088 -0.133 -0.130 0.259
H 0.953511 2.110551 4.783989 0.025 -0.222 0.046 0.273
C -1.639784 -1.917897 -3.313545 -0.182 0.694 -0.493 -0.135
F -0.989017 -0.776864 1.581052 -0.041 0.226 -0.058 -0.392
H -1.296165 -4.453703 1.267935 0.070 0.308 0.214 0.145
H 1.765799 4.776799 -2.232820 0.008 0.116 -0.030 0.271
O -5.048858 -6.445512 1.745255 -0.365 -0.251 0.311 -0.550
S 4.814903 0.730860 -2.680634 -0.307 -0.200 0.504 1.073
O 5.731931 1.804682 -2.591922 0.312 0.498 -0.105 -0.574
S -0.435917 -1.674521 -5.440278 -0.127 -0.394 -0.044 1.070
C 0.043985 2.824644 -0.677668 0.150 0.142 0.677 0.203
H 2.519482 -0.537335 -1.341080 -0.219 0.121 -0.043 -0.041
O -2.895822 -5.636548 0.908748 0.110 0.277 0.154 -0.361
O 4.572039 0.079307 -3.907888 0.036 -0.180 -0.516 -0.539
C -0.982198 3.456636 3.096933 0.305 0.068 -0.277 0.499
O -0.952768 5.668885 -2.326458 -0.104 0.018 -0.298 -0.621
O -4.500489 -4.059288 1.697577 -0.156 -0.104 0.071 -0.368
H -0.436112 2.485438 0.235170 -0.114 -0.047 -0.073 -0.087
P 0.162401 -1.561850 0.780471 1.638 1.117 -0.740 1.533
H 2.155598 3.100832 -0.525423 0.169 0.277 -0.070 -0.023
H -2.587585 -2.298108 -3.693177 0.065 -0.275 0.110 0.350
C 4.398806 -0.178126 -0.405948 0.325 0.001 -0.128 -0.441
H 0.188476 -2.752552 -2.474128 0.071 0.004 -0.045 0.078
O -4.916155 -5.280380 -0.408390 -0.109 0.015 -0.439 -0.546
C -0.510833 -2.927768 -3.286552 -0.274 -0.937 0.045 0.039
O 5.201004 -0.374359 -1.598645 -0.347 -0.168 0.043 -0.362
H 0.327203 1.949263 -1.259536 -0.218 0.121 -0.335 0.212
H -0.268885 1.392230 2.904467 -0.068 0.298 -0.326 -0.290
H -3.071251 -2.596470 2.218057 -0.289 -0.240 0.383 0.307
C -3.211739 -3.454486 1.568597 0.837 0.390 -0.477 -0.095
O -0.711489 4.317958 4.119723 0.083 0.122 -0.055 -0.387